Entry 1:
The following is a DFT calculation (ωB97M-V with the def2-TZVPD basis set) of the molecule C4H6N2 in a non-equilibrium geometry.

Geometry as XYZ:
```
12
Properties=species:S:1:pos:R:3:forces:R:3:lowdin_charge:R:1
C -1.804 -0.193 -0.027 0.1 -0.1 0.3 -0.033
C -0.294 -0.116 0.095 0.2 0.5 0.4 -0.281
C 0.789 -1.001 0.349 0.8 0.6 0.4 -0.079
C 1.898 -0.223 -0.068 0.3 0.8 -0.8 -0.243
N 1.628 1.033 -0.346 0.2 -0.2 -0.9 0.034
N 0.288 1.045 -0.279 -0.4 0.1 -0.2 -0.008
H -2.304 -0.069 0.935 0.0 -0.1 0.0 0.074
H -2.189 0.595 -0.694 0.3 -0.2 0.2 0.076
H -2.150 -1.139 -0.458 0.3 0.1 0.2 0.079
H 1.438 -1.164 1.273 -2.1 -1.9 0.0 0.130
H 2.866 -0.667 -0.227 0.5 0.4 0.6 0.099
H -0.167 1.900 -0.554 -0.2 -0.1 -0.1 0.152
```
Positions in Å, forces in eV/Å.

## Properties
Energy relative to the best compared isomer or geometry (same formula, charge and spin) ... 279.8 kJ/mol
HOMO ... -0.3191 Eh
Frontier orbital gap ... 9.6 eV
SMILES ... Cc1ccn[nH]1
E_tot ... -7222.6915 eV
Largest force on an atom ... 2.88 eV Å⁻¹

***

Entry 2:
The following is a DFT calculation (ωB97M-V with the def2-TZVPD basis set) of C35H41AsN3O2P2STi as an isolated structure in a non-equilibrium geometry.

Geometry as XYZ:
```
86
Properties=species:S:1:pos:R:3:forces:R:3:lowdin_charge:R:1
Ti 0.108 0.576 0.377 0.3 0.5 0.2 0.572
C -0.231 0.791 3.688 0.1 0.1 -0.2 -0.255
P -1.486 0.909 2.325 0.3 -0.7 0.3 1.033
C -2.426 -0.648 2.447 0.0 0.1 -0.1 -0.384
C -1.899 -1.773 3.070 0.1 -0.1 0.1 -0.084
C -2.585 -2.983 3.033 0.0 0.1 0.0 -0.069
C -3.795 -3.076 2.366 -0.1 0.1 -0.1 -0.077
C -4.329 -1.955 1.735 0.1 0.0 0.1 -0.075
C -3.645 -0.751 1.773 -0.1 0.0 0.0 -0.110
C -2.640 2.165 2.927 0.0 0.2 0.0 -0.367
C -2.531 3.466 2.441 0.0 0.1 0.0 -0.099
C -3.331 4.482 2.951 0.0 -0.1 0.0 -0.079
C -4.251 4.197 3.949 0.0 0.0 0.0 -0.073
C -4.373 2.899 4.433 0.0 0.0 0.0 -0.064
C -3.572 1.886 3.926 0.0 0.1 0.0 -0.074
C 1.020 0.083 3.215 -0.1 -0.1 -0.5 -0.405
C 2.152 -0.307 3.883 0.2 -0.2 0.0 -0.052
C 2.956 -1.041 2.946 0.1 0.2 0.3 -0.051
C 2.290 -1.037 1.749 -0.6 -0.3 -0.1 -0.395
C 2.452 -1.898 0.508 -0.2 0.3 0.2 -0.288
P 0.790 -2.713 0.165 -0.1 0.0 -0.2 1.114
C 1.243 -4.343 -0.538 0.1 0.0 -0.1 -0.404
C 0.319 -5.377 -0.384 0.0 0.0 0.0 -0.105
C 0.586 -6.649 -0.877 0.0 0.1 0.0 -0.078
C 1.787 -6.906 -1.524 0.0 0.0 0.0 -0.080
C 2.720 -5.888 -1.681 -0.1 0.0 0.1 -0.078
C 2.447 -4.618 -1.191 0.1 0.0 0.0 -0.115
C 0.142 -1.848 -1.386 -0.1 -0.2 0.3 -0.347
C 0.463 -2.248 -2.682 0.1 0.0 0.0 -0.077
C -0.237 -1.758 -3.776 0.0 0.0 0.0 -0.073
C -1.276 -0.846 -3.610 0.1 0.0 -0.1 -0.084
C -1.587 -0.397 -2.339 0.1 0.1 -0.1 -0.072
C -0.876 -0.889 -1.255 0.0 -0.6 0.2 -0.217
N 1.100 -0.342 1.895 0.3 -0.1 0.3 -0.144
H -0.688 0.307 4.553 0.0 0.0 0.1 0.093
H -0.030 1.823 3.993 0.0 0.1 0.0 0.084
H -0.939 -1.723 3.571 0.0 0.0 0.0 0.103
H -2.164 -3.850 3.524 0.0 0.0 0.0 0.109
H -4.325 -4.019 2.333 0.0 0.0 0.0 0.106
H -5.278 -2.021 1.218 0.0 0.0 0.0 0.106
H -4.072 0.118 1.283 0.0 0.0 0.0 0.110
H -1.816 3.689 1.655 0.0 0.0 0.0 0.084
H -3.243 5.490 2.566 0.0 0.0 0.0 0.104
H -4.875 4.985 4.350 0.0 0.0 0.0 0.109
H -5.096 2.677 5.207 0.0 0.0 0.0 0.110
H -3.676 0.876 4.305 0.0 0.0 0.0 0.113
H 2.366 -0.139 4.929 0.0 0.0 -0.1 0.099
H 3.894 -1.537 3.151 -0.1 0.0 0.0 0.098
H 3.176 -2.689 0.697 0.0 0.0 0.1 0.081
H 2.788 -1.336 -0.364 0.1 0.0 0.0 0.003
H -0.616 -5.185 0.133 0.0 0.0 0.0 0.096
H -0.141 -7.440 -0.747 0.0 0.0 0.0 0.105
H 2.001 -7.900 -1.896 0.0 0.0 0.0 0.106
H 3.659 -6.085 -2.184 0.0 0.0 0.0 0.105
H 3.188 -3.835 -1.318 0.0 0.0 0.0 0.102
H 1.233 -2.998 -2.834 -0.1 0.0 0.0 0.102
H 0.001 -2.123 -4.769 0.0 0.0 0.0 0.112
H -1.848 -0.506 -4.464 0.0 0.0 0.0 0.112
H -2.391 0.311 -2.185 0.0 0.0 0.0 0.120
H -1.301 -0.671 -0.248 -0.3 -0.4 -0.2 0.063
C 0.382 5.530 -1.412 0.1 -0.4 0.0 0.000
O 0.113 4.129 -1.682 -0.4 0.4 -0.3 -0.006
C 0.192 3.230 -0.724 0.0 0.1 0.3 -0.620
O -0.413 2.170 -0.810 -0.2 0.8 -0.8 -0.067
N 0.938 3.544 0.369 0.4 -0.1 0.3 0.058
N 1.314 2.425 1.148 0.0 0.1 -0.2 0.013
H -0.062 6.073 -2.237 0.0 0.0 0.0 0.104
H 1.457 5.706 -1.397 0.0 0.0 0.0 0.095
H -0.077 5.827 -0.473 0.0 0.0 0.0 0.104
H 1.638 4.263 0.259 0.0 0.0 0.0 0.146
H 1.290 2.648 2.137 -0.1 0.0 0.0 0.114
H 2.260 2.141 0.891 0.0 0.0 0.1 0.069
C 0.649 2.060 -4.269 -0.2 0.1 0.0 -0.220
As 2.359 1.624 -3.528 -0.1 -0.2 0.5 0.711
C 3.445 3.157 -3.814 0.2 0.3 -0.1 -0.256
C 3.094 0.274 -4.646 0.1 -0.2 -0.1 -0.246
S 2.452 1.024 -1.507 0.0 0.0 0.0 0.280
H 0.746 2.994 -4.822 -0.1 0.0 0.0 0.046
H -0.075 2.164 -3.468 -0.1 0.0 0.0 0.017
H 0.352 1.256 -4.937 -0.1 0.0 0.0 0.034
H 3.447 3.410 -4.874 0.0 0.0 0.0 0.049
H 4.451 2.924 -3.477 0.1 0.1 0.0 0.045
H 3.041 3.984 -3.235 0.0 0.0 0.0 0.028
H 3.098 0.602 -5.686 0.0 0.0 0.0 0.051
H 2.487 -0.620 -4.525 0.0 -0.1 0.0 0.025
H 4.106 0.081 -4.299 0.1 -0.1 -0.1 0.046
```
Positions in Å, forces in eV/Å.

## Properties
Energy relative to the best compared isomer or geometry (same formula, charge and spin) ... 106.0 kJ/mol
Multiplicity ... 3
HOMO (alpha / beta) ... -0.3331 / -0.3477 Eh
Frontier orbital gap (alpha / beta) ... 6.9 / 7.3 eV
Charge ... +1
E_tot ... -158888.1690 eV
Largest force on an atom ... 1.15 eV Å⁻¹
<S²> ... 2.005

***

Which value of largest force on an atom does entry 2 give? 1.15 eV Å⁻¹

***

Among the records above, which one has the highest energy relative to the best compared isomer or geometry (same formula, charge and spin)? C4H6N2